32
Properties=species:S:1:pos:R:3 method="wB97M-V/def2-TZVPD" total_charge=+3 multiplicity=5 total_energy_ev=-65863.5835 homo_lumo_gap_ev="7.166 / 5.399" fmax_ha_per_bohr=0.0932 homo_energy_ev="-19.039 / -19.490" mol_weight_g_mol=613.94 relative_energy_kcal_mol=17.0
I -0.8878 -2.9904 -1.1244
I -0.6172 2.1953 -0.7222
Pd 0.3786 -0.4293 -0.3520
P 0.4825 -0.3922 -2.8113
C -1.1898 -0.3904 -3.5555
C 1.2413 1.0801 -3.5803
H 2.2916 -1.9240 -3.1780
H 1.4123 -1.5791 -4.7083
H 0.7223 -2.7109 -3.4894
C 1.3065 -1.7956 -3.6370
H 2.2264 1.2285 -3.1280
H 1.3444 0.9185 -4.6621
H -1.0967 -0.3796 -4.6512
H -1.7366 0.4989 -3.2248
H 0.6207 1.9612 -3.3846
H -1.7327 -1.2902 -3.2444
C -1.5700 -0.4882 -0.2126
O -2.7215 -0.3894 -0.2606
Cl 2.7067 -0.3335 -0.9064
C -0.9784 -0.9622 4.6550
N -0.4291 0.2654 4.0797
C -0.3885 1.4948 4.7108
C 0.2155 2.3526 3.8501
N 0.5700 1.6222 2.7303
C 0.1793 0.3285 2.8650
S 0.4118 -1.0882 1.9805
H -1.7659 -1.3711 4.0086
H -0.1966 -1.7251 4.7766
H -1.3959 -0.6955 5.6234
H -0.7869 1.5861 5.7096
H 0.3914 3.4048 3.9503
H 0.9921 1.9978 1.8933